P) Computed, not measured: a cluster of 6 separate species, C18H36O18 in total, with the ωB97M-V functional and the def2-TZVPD basis.

Results
SMILES string: COC(=O)OC.COC(=O)OC.COC(=O)OC.COC(=O)OC.COC(=O)OC.COC(=O)OC
Gap between HOMO and LUMO: 10.88 eV

Element x y z (Å)
C  2.17296  3.69114  6.03275
O  0.79396  3.99414  5.93675
C  -0.12904  3.04114  5.39775
O  0.23096  2.05114  4.82575
O  -1.33704  3.64914  5.34375
C  -2.35504  2.85614  4.78175
H  2.48996  4.34514  6.86175
H  2.72096  3.86114  5.15775
H  2.27396  2.63314  6.17275
H  -3.46004  3.43314  4.77875
H  -2.44204  1.94914  5.32075
H  -2.09304  2.57014  3.72675
C  4.41896  2.60714  -1.93825
O  4.06296  3.62214  -2.85025
C  4.00896  3.24614  -4.16525
O  4.36796  2.11014  -4.57425
O  3.66196  4.18614  -4.99925
C  3.52996  3.91514  -6.33825
H  4.32996  3.07514  -0.94225
H  5.45896  2.10614  -2.06825
H  3.62596  1.74114  -1.92825
H  2.89396  3.12114  -6.47325
H  4.47396  3.58914  -6.65825
H  2.86596  4.81014  -6.87425
C  1.57596  1.04014  2.16375
O  2.13496  0.60914  0.89075
C  1.82496  -0.58586  0.30775
O  1.18396  -1.45786  0.90375
O  2.23096  -0.66386  -0.95225
C  1.84696  -1.82186  -1.70025
H  1.52196  0.36614  2.86575
H  0.55596  1.36214  2.04575
H  2.01596  1.93814  2.51275
H  2.26096  -2.62686  -1.02425
H  2.48196  -1.92786  -2.55725
H  0.92796  -1.76586  -1.95625
C  1.40896  0.85214  -4.70725
O  0.92396  -0.35986  -5.32625
C  1.66896  -1.50186  -5.36025
O  2.95696  -1.40586  -5.33125
O  0.98696  -2.60986  -5.38625
C  1.72096  -3.76286  -5.51025
H  1.93996  0.40014  -3.82225
H  0.94496  1.74314  -4.75225
H  2.42796  1.07514  -5.30625
H  0.97596  -4.68686  -5.54525
H  2.66896  -3.99086  -4.92125
H  2.12496  -3.81186  -6.51925
C  -1.41504  -0.86386  3.06175
O  -2.51604  -1.73786  3.26475
C  -3.72704  -1.24386  3.57075
O  -4.03704  -0.06386  3.66475
O  -4.67004  -2.14886  3.84775
C  -6.03904  -1.73086  4.43675
H  -1.31604  -0.00086  3.55875
H  -1.37104  -0.63486  2.01275
H  -0.38004  -1.28686  3.31575
H  -5.98504  -2.06286  5.44975
H  -6.73904  -2.18286  3.83875
H  -6.29204  -0.72486  4.10375
C  -1.50204  -3.09786  -0.94825
O  -2.38604  -3.65486  -0.10625
C  -3.68504  -3.14686  -0.07525
O  -4.03504  -2.16686  -0.72725
O  -4.33604  -3.88886  0.94475
C  -5.65904  -3.36286  1.05475
H  -0.71504  -3.81486  -0.79425
H  -1.05104  -2.02986  -0.36325
H  -1.99704  -2.87886  -2.10125
H  -6.07104  -4.15586  1.84275
H  -5.98904  -3.47486  0.19475
H  -5.96404  -2.25586  1.41375

---

Q) Computed, not measured: a cluster of 6 separate species, C18H36O18 in total, with the ωB97M-V functional and the def2-TZVPD basis.

Results
SMILES string: COC(=O)OC.COC(=O)OC.COC(=O)OC.COC(=O)OC.COC(=O)OC.COC(=O)OC
Gap between HOMO and LUMO: 11.25 eV

Element x y z (Å)
C  7.87204  -6.80129  1.05144
O  7.91234  -5.46206  1.36736
C  6.77838  -4.80366  1.49612
O  5.65330  -5.30569  1.41413
O  7.04684  -3.50239  1.69040
C  6.01875  -2.57689  1.89741
H  7.46428  -7.37614  1.88294
H  8.89452  -7.17889  1.05873
H  7.50522  -7.04168  0.05357
H  6.41789  -1.59010  2.13199
H  5.37205  -2.96506  2.68431
H  5.40749  -2.57769  0.99494
C  -5.44863  -4.03562  -5.32367
O  -6.17700  -3.65453  -4.12251
C  -7.09718  -4.42739  -3.59829
O  -7.56358  -5.47186  -4.10788
O  -7.46867  -3.90456  -2.40337
C  -8.59887  -4.34951  -1.70663
H  -4.39767  -4.01421  -5.03538
H  -5.53108  -3.20126  -6.02020
H  -5.95178  -4.80281  -5.91220
H  -8.36949  -4.60931  -0.67319
H  -8.96445  -5.25845  -2.18442
H  -9.41183  -3.62371  -1.68662
C  -0.82852  4.15020  -8.24174
O  -0.60101  3.56481  -9.50825
C  -0.30255  2.22793  -9.60619
O  -0.18785  1.39205  -8.68867
O  -0.05771  1.97888  -10.92791
C  -0.03323  0.69627  -11.46928
H  -1.40466  5.04083  -8.49262
H  0.16971  4.48804  -7.96334
H  -1.25470  3.52862  -7.45427
H  0.91155  0.24277  -11.16957
H  -0.09137  0.72336  -12.55739
H  -0.71014  0.00436  -10.96815
C  4.37779  12.49455  4.32875
O  3.42189  11.76464  5.03864
C  3.82023  10.96842  6.04809
O  4.94303  10.86000  6.44979
O  2.74228  10.48242  6.58675
C  2.72223  9.47986  7.56189
H  4.35731  13.53572  4.65072
H  4.22393  12.41997  3.25225
H  5.40392  12.22956  4.58358
H  3.67527  9.04134  7.85772
H  1.96311  8.73673  7.31781
H  2.37745  9.88199  8.51453
C  -3.79318  -7.87137  7.20687
O  -3.71828  -7.25784  5.92992
C  -2.57046  -7.24722  5.17681
O  -1.47007  -7.60421  5.53170
O  -2.86741  -6.86468  3.92199
C  -1.88465  -6.65046  2.95916
H  -4.76130  -8.29116  7.48004
H  -3.48481  -7.16333  7.97609
H  -2.97421  -8.57095  7.37409
H  -1.76492  -7.47952  2.26173
H  -0.88233  -6.46510  3.34531
H  -2.23479  -5.74320  2.46683
C  0.82473  4.60537  2.04923
O  -0.09855  4.18608  0.99861
C  -0.36551  2.87584  0.78027
O  -0.01916  1.91444  1.41296
O  -1.16858  2.83762  -0.34955
C  -1.63617  1.59709  -0.78950
H  1.75721  4.04897  2.14416
H  0.36819  4.51136  3.03454
H  1.14970  5.62864  1.86105
H  -2.23068  1.00152  -0.09671
H  -0.90546  0.85224  -1.10471
H  -2.26996  1.75166  -1.66273

---

Bottom line: Q), by a margin of 0.2338 hartree.

---

P) Computed, not measured: a cluster of 2 separate species, C3H5IS in total, with the ωB97M-V functional and the def2-TZVPD basis.

Results
Gap between HOMO and LUMO: 8.84 eV

Element x y z (Å)
C  -1.37191  2.06360  -1.34001
C  0.19059  -0.52605  0.22830
C  1.28929  -0.43163  -0.46323
S  -1.27206  2.49523  0.26484
I  2.89254  0.70961  0.07800
H  -1.32974  3.05207  -1.87093
H  -0.72460  -1.17401  0.01383
H  0.06967  0.18941  0.95372
H  -1.41655  1.24175  0.75347
H  1.44513  -1.20389  -1.22015

---

Q) Computed, not measured: a structure of composition C3H5IS, with the ωB97M-V functional and the def2-TZVPD basis.

Results
Gap between HOMO and LUMO (spin up / spin down): 6.82 / 6.85 eV

Element x y z (Å)
C  0.45900  -1.20424  -0.08086
C  -0.45387  0.96610  0.73935
C  -0.16752  0.04503  -0.41091
S  -0.18464  -2.69541  -0.60129
I  1.76597  0.54694  -2.34447
H  1.17977  -1.27513  0.75732
H  0.39689  1.04594  1.31676
H  -1.30991  0.52139  1.28624
H  -0.76758  2.09225  0.42978
H  -0.91810  -0.04286  -1.09193

---

Bottom line: Q), by a margin of 0.0756 hartree.

---

P) Computed, not measured: a cluster of 2 separate species, C3H2FN in total, with the ωB97M-V functional and the def2-TZVPD basis.

Results
Gap between HOMO and LUMO (spin up / spin down): 9.72 / 6.11 eV

Element x y z (Å)
C  3.09732  2.12946  1.60265
C  0.27563  0.53443  0.12473
C  0.14583  1.31345  1.12351
N  3.78913  1.89893  0.72221
F  -0.82595  1.78639  1.83077
H  -0.53550  0.08827  -0.56470
H  1.12231  0.02911  -0.08941

---

Q) Computed, not measured: a structure of composition C3H2FN, with the ωB97M-V functional and the def2-TZVPD basis.

Results
Gap between HOMO and LUMO: 11.99 eV

Element x y z (Å)
C  1.38758  -1.29728  -2.41045
C  0.05953  0.01390  -0.25591
C  0.25366  -0.01115  -1.52738
N  2.12263  -2.05166  -2.82547
F  -0.28109  0.61110  -2.55222
H  -0.78302  0.55049  0.09393
H  0.43992  -0.71785  0.34334

---

Bottom line: Q), by a margin of 0.1458 hartree.

---

P) Computed, not measured: a cluster of 2 separate species, C5H11O3 in total, with the ωB97M-V functional and the def2-TZVPD basis.

Results
Net charge: -1
Gap between HOMO and LUMO: 7.17 eV

Element x y z (Å)
C  -0.15192  0.39992  1.42689
C  -0.65342  1.34161  2.52041
C  0.99330  1.06813  0.58665
O  1.86749  0.24868  0.21018
O  0.93235  2.29439  0.36325
H  0.30210  -0.55994  1.66428
H  -0.96828  0.15309  0.74246
H  -1.12411  0.77339  3.32489
H  -1.34539  2.05665  2.06712
H  0.11070  2.03415  2.87523
C  -0.31913  -1.95933  -1.61311
C  -0.54715  -0.76458  -2.49561
O  -1.47978  -2.15538  -0.74799
H  -0.16339  -2.88620  -2.16656
H  0.42874  -1.73973  -0.85605
H  -1.21146  -0.90030  -3.35720
H  -2.18596  -2.65339  -1.18138
H  0.40082  -0.58671  -3.01691
H  -0.86809  0.11299  -1.94450

---

Q) Computed, not measured: a cluster of 2 separate species, C5H11O3 in total, with the ωB97M-V functional and the def2-TZVPD basis.

Results
Net charge: -1
Gap between HOMO and LUMO: 7.65 eV

Element x y z (Å)
C  -1.20827  -0.00395  -1.19577
C  -0.54811  0.71851  -0.01723
C  -2.71908  0.01624  -1.14295
O  -0.85576  0.64820  -2.43209
H  -0.86471  -1.03927  -1.25398
H  0.31611  0.15389  0.30650
H  -3.07169  1.04609  -1.06443
H  -3.07501  -0.47219  -2.04756
H  -3.04177  -0.57655  -0.29191
H  0.10679  0.64765  -2.46204
H  -1.18546  0.82949  0.85946
H  -0.18308  1.70793  -0.28678
C  2.06189  -0.72290  2.16041
C  2.63239  -0.23453  0.80298
O  2.83559  -1.09725  -0.08186
O  2.87025  0.99538  0.74931
H  2.95307  -1.00778  2.71254
H  1.50715  -1.66396  2.06766
H  1.46969  0.05500  2.61775

---

R) Computed, not measured: a cluster of 2 separate species, C5H11O3 in total, with the ωB97M-V functional and the def2-TZVPD basis.

Results
Net charge: -1
Gap between HOMO and LUMO: 6.32 eV

Element x y z (Å)
C  0.26402  2.29116  -1.73511
O  0.37966  0.92671  -2.20036
C  0.50017  2.46201  -0.22292
C  -0.63845  1.63053  0.54039
C  -0.01729  0.25949  0.94202
C  -0.48091  -0.99675  1.20638
O  0.27206  -1.99234  1.52141
H  1.08480  2.89536  -2.24052
H  -0.69887  2.82464  -2.10012
H  0.59040  3.56539  -0.16758
H  1.39107  1.94340  0.11848
H  -1.01651  2.13857  1.46951
H  -1.46152  1.71638  -0.25665
H  0.99194  0.54038  1.35862
H  1.10892  0.33684  -1.83486
H  -1.50001  -1.28997  1.09115
H  0.35082  -3.53617  0.44788
H  -0.98712  -3.60397  0.93754
O  -0.35412  -4.11056  0.27795

---

Bottom line: Q), by a margin of 0.0180 hartree.